An isolated ion of composition C3H3N2O and charge +1 in a non-equilibrium geometry, computed with wB97M-V/def2-TZVPD.

## Properties
Kohn-Sham gap (alpha / beta) = 8.0 / 8.0 eV
LUMO (alpha / beta) = -0.341 / -0.341 Eh
F_max = 5.4 eV/Å
energy above the lowest of the compared OMol25 structures with the same formula, charge and spin = 6.0686 eV
electronic energy = -300.3464 Eh
charge = +1
SMILES string = CC(C#N)=[N+]=O

Each line ends with the Löwdin charge.
Element x y z (Å)
1 C -0.4139 -0.8398 0.9665  0.0235
2 C 0.0418 0.0525 -0.1180  -0.1056
3 C -0.5469 1.0251 -1.1272  -0.0728
4 N -0.4990 1.8251 -1.9159  0.2734
5 N 1.2220 0.4708 -0.3500  0.1407
6 O 1.9273 0.8917 -1.1599  0.3415
7 H -1.5636 -0.7188 1.2672  0.1716
8 H 0.1807 -0.8659 1.8936  0.1196
9 H -0.3484 -1.8407 0.5437  0.1081

Atoms 1-3, force components in eV/Å:
C -2.853 -0.699 0.737
C -0.892 1.770 -0.229
C -0.971 -3.667 3.778

=====

An isolated ion of composition C3H5N2S and charge -1 in a non-equilibrium geometry, computed with wB97M-V/def2-TZVPD.

## Properties
Kohn-Sham gap = 6.1 eV
LUMO = 0.153 Eh
F_max = 3.0 eV/Å
energy above the lowest of the compared OMol25 structures with the same formula, charge and spin = 1.5337 eV
electronic energy = -624.8981 Eh
charge = -1
SMILES string = Cn1ccn1[S-]

Each line ends with the Löwdin charge.
Element x y z (Å)
1 C 0.0796 1.2531 0.0134  -0.1773
2 N -0.1344 -0.0706 0.7118  -0.1272
3 C 0.2982 -1.3970 -0.0300  -0.1444
4 C -1.0287 -1.7508 -0.1361  -0.2391
5 N -1.5069 -0.5603 0.3756  -0.6983
6 S -2.8628 0.3339 -0.0268  0.1740
7 H 0.2203 1.2252 -1.0002  0.0180
8 H -0.7627 1.9716 0.0067  0.0127
9 H 0.8899 1.8607 0.4816  0.0628
10 H 1.2420 -1.9049 0.2711  0.0381
11 H -1.5481 -2.4871 -0.7532  0.0808

Atoms 1-3, force components in eV/Å:
C 0.044 0.639 2.592
N -0.467 -0.577 -1.915
C 0.840 1.663 1.434

=====

C13H37N4NaO7 as an isolated structure in a non-equilibrium geometry, computed with wB97M-V/def2-TZVPD.

## Properties
Kohn-Sham gap = 7.5 eV
LUMO = -0.032 Eh
F_max = 3.1 eV/Å
energy above the lowest of the compared OMol25 structures with the same formula, charge and spin = 0.0000 eV
electronic energy = -1425.2949 Eh

Each line ends with the Löwdin charge.
Element x y z (Å)
1 Na 2.1921 2.9646 -0.7949  0.6577
2 N 1.6354 -0.3892 -0.5774  -0.5392
3 O 2.6953 -0.4907 0.0302  -0.0022
4 O 1.0649 -1.4385 -0.9809  -0.0472
5 O 1.1463 0.7350 -0.8286  -0.0712
6 C 6.4356 0.6795 -0.4794  -0.0532
7 C 5.4807 1.7935 -0.8729  -0.3773
8 C 4.5721 1.4282 -2.1624  -0.1568
9 O 3.6466 2.4362 -2.5276  -0.2450
10 C 3.0109 2.0685 -3.7705  -0.0794
11 N 4.6039 2.0243 0.2571  0.0228
12 H 7.2902 0.9697 0.1318  0.0838
13 H 6.6993 0.0362 -1.3189  0.0822
14 H 5.8054 0.0676 0.1660  0.0758
15 H 6.0682 2.6939 -1.0527  0.1331
16 H 4.0227 0.4997 -2.0066  0.1208
17 H 5.1903 1.2919 -3.0497  0.1234
18 H 3.7240 2.1770 -4.5878  0.0937
19 H 2.1389 2.6602 -4.0491  0.0900
20 H 2.5572 1.0836 -3.8810  0.0946
21 H 4.9492 2.3249 1.1574  0.0881
22 H 4.2519 1.1088 0.4980  0.0423
23 C 0.0796 -3.1518 1.5775  -0.0859
24 C -0.7074 -4.2846 0.9334  -0.3974
25 C -2.1631 -4.3555 1.3524  -0.2259
26 O -2.3717 -4.4358 2.7415  -0.1623
27 C -3.7123 -4.2408 3.1160  -0.1227
28 N -0.3530 -4.0882 -0.5103  0.0462
29 H -0.1621 -2.8694 2.6021  0.0720
30 H -0.0388 -2.2393 0.9932  0.0463
31 H 1.1635 -3.2619 1.6115  0.0807
32 H -0.2607 -5.2174 1.2776  0.1322
33 H -2.5934 -5.0940 0.6759  0.1255
34 H -2.6982 -3.4627 1.0287  0.1157
35 H -3.6690 -4.4127 4.1914  0.0875
36 H -4.4293 -4.9867 2.7728  0.0839
37 H -4.1450 -3.2610 2.9137  0.0861
38 H -0.8588 -3.2421 -0.7303  0.0530
39 H 0.6187 -3.8145 -0.4790  0.0487
40 C -5.3290 2.8142 2.2115  -0.0755
41 C -3.9875 3.5583 2.0413  -0.4420
42 C -2.9319 2.7527 1.2651  -0.2382
43 O -2.5484 1.5538 1.8451  -0.1708
44 C -1.5331 0.8869 1.0788  -0.0847
45 N -4.3703 4.6490 1.2367  0.0098
46 H -5.1058 1.9660 2.8587  0.0706
47 H -5.5742 2.2708 1.2989  0.0790
48 H -6.2369 3.3208 2.5388  0.0793
49 H -3.5973 3.9096 2.9965  0.1434
50 H -2.1192 3.4754 1.1923  0.1198
51 H -3.3525 2.4768 0.2981  0.1268
52 H -1.4439 1.2030 0.0394  0.0785
53 H -1.8047 -0.1687 1.0702  0.0793
54 H -0.5756 0.8320 1.5967  0.0840
55 H -5.1484 4.2976 0.6971  0.0663
56 H -4.7705 5.3839 1.8023  0.0788
57 C -0.6285 -0.7077 -3.8141  -0.1431
58 O 0.3195 -1.7423 -3.4350  -0.1508
59 H -1.4315 -1.2040 -4.3591  0.0684
60 H -1.1251 -0.4027 -2.8930  0.0670
61 H -0.2022 0.1124 -4.3917  0.0602
62 H 0.6164 -1.5442 -2.5438  -0.0265

Atoms 1-3, force components in eV/Å:
Na 0.316 -0.866 0.176
N 0.068 -1.281 -0.533
O 0.525 0.288 0.491

=====

An isolated ion of composition C3H8NO2 and charge +1, computed with wB97M-V/def2-TZVPD.

## Properties
Kohn-Sham gap = 11.0 eV
LUMO = -0.144 Eh
F_max = 0.9 eV/Å
energy above the lowest of the compared OMol25 structures with the same formula, charge and spin = 1.7490 eV
electronic energy = -324.0630 Eh
charge = +1
SMILES string = [NH3+][C@H](C=O)CO

Each line ends with the Löwdin charge.
Element x y z (Å)
1 N 0.8672 -0.1088 1.3343  0.2383
2 C -0.1040 0.2831 0.2671  -0.2265
3 C -1.3243 -0.6173 0.4544  -0.1660
4 O -1.3500 -1.4121 1.3500  0.1093
5 C 0.4692 0.2651 -1.1555  -0.1956
6 O -0.4617 0.9584 -1.9696  -0.0219
7 H 0.9201 -1.1283 1.4221  0.1770
8 H 1.8006 0.2810 1.1833  0.1836
9 H 0.5455 0.2504 2.2367  0.1858
10 H -0.4647 1.2919 0.4598  0.1723
11 H -2.1097 -0.4754 -0.3040  0.1530
12 H 0.6462 -0.7526 -1.4768  0.1395
13 H 1.3949 0.8293 -1.1827  0.1314
14 H -0.8293 0.3354 -2.6191  0.1199

Atoms 1-3, force components in eV/Å:
N 0.245 0.426 0.108
C -0.673 0.009 -0.031
C 0.463 0.083 -0.396